(one)
Formula: C6H6OS
Source: the Open Molecules 2025 dataset
Level of theory: ωB97M-V with the def2-TZVPD basis set

LUMO: -1.7198 eV
HOMO-LUMO gap: 0.27200 Ha
HOMO level: -0.33520 hartree

CARTESIAN COORDINATES (ANGSTROEM)
C: 2.016 -0.457 1.454
C: 0.787 -0.218 0.570
C: -0.426 0.194 0.771
C: -1.214 0.141 -0.484
C: -0.277 -0.311 -1.488
C: 0.930 -0.441 -0.912
H: 3.307 -0.439 -0.264
H: 2.108 -1.565 1.424
H: 1.966 0.033 2.475
H: -0.853 0.480 1.749
H: -0.633 -0.350 -2.562
H: 1.841 -0.522 -1.568
O: 3.304 -0.037 1.050
S: -2.817 0.575 -0.570

---

(two)
Formula: C6H6OS
Source: the Open Molecules 2025 dataset
Level of theory: ωB97M-V with the def2-TZVPD basis set

LUMO: 0.7885 eV
HOMO-LUMO gap: 0.35520 Ha
SMILES: C#C[C@@H]1OC=C[C@@H]1S
HOMO level: -0.32622 hartree

CARTESIAN COORDINATES (ANGSTROEM)
C: 2.833 -0.745 -0.119
C: 1.671 -0.792 0.127
C: 0.229 -0.870 0.439
O: -0.617 -1.587 -0.537
C: -1.839 -1.034 -0.333
C: -1.859 0.149 0.346
C: -0.478 0.450 0.695
S: 0.126 1.877 -0.316
H: 3.885 -0.548 -0.159
H: 0.093 -1.433 1.394
H: -2.746 -1.511 -0.827
H: -2.740 0.821 0.307
H: -0.322 0.729 1.750
H: 1.407 1.663 -0.055

---

Energetically preferred structure: (two) | next structure: +112.3 kJ/mol

---

(one)
Formula: C4H11NP
Source: the Open Molecules 2025 dataset
Level of theory: ωB97M-V with the def2-TZVPD basis set

LUMO (alpha / beta): -4.8598 / -4.8046 eV
HOMO-LUMO gap (alpha / beta): 0.28486 / 0.30151 Ha
charge: +1
HOMO level (alpha / beta): -0.46345 / -0.47807 hartree

CARTESIAN COORDINATES (ANGSTROEM)
C: 1.699 0.688 0.378
C: 0.720 0.679 -0.813
C: 0.726 -0.289 1.140
C: -0.146 -0.278 -0.071
N: -0.595 -1.566 -0.886
P: -2.884 0.819 0.312
H: 2.630 0.271 0.081
H: 1.928 1.548 0.894
H: 0.250 1.681 -1.089
H: 1.323 0.472 -1.742
H: 1.138 -1.225 1.441
H: 0.352 0.253 1.954
H: -1.465 -1.549 -1.316
H: -0.522 -2.453 -0.268
H: 0.045 -1.756 -1.634
H: -2.169 1.890 -0.035
H: -3.027 0.816 1.653

---

(two)
Formula: C4H11NP
Source: the Open Molecules 2025 dataset
Level of theory: ωB97M-V with the def2-TZVPD basis set

LUMO: -3.4347 eV
HOMO-LUMO gap: 0.39686 Ha
charge: +1
SMILES: P[C@@H]1CCC[NH2+]1
HOMO level: -0.52308 hartree

CARTESIAN COORDINATES (ANGSTROEM)
P: 2.558 -0.050 0.250
C: 0.774 0.047 -0.400
C: -0.054 1.141 0.268
C: -1.480 0.616 0.136
C: -1.324 -0.862 0.477
N: 0.042 -1.225 -0.030
H: 2.849 1.266 -0.091
H: 3.094 -0.551 -0.937
H: 0.730 0.156 -1.486
H: 0.083 2.102 -0.219
H: 0.222 1.244 1.320
H: -2.171 1.113 0.810
H: -1.840 0.746 -0.884
H: -1.351 -1.008 1.556
H: -2.085 -1.488 0.016
H: 0.574 -1.715 0.701
H: -0.015 -1.856 -0.833

---

Energetically preferred structure: (two) | next structure: +447.7 kJ/mol

---

(one)
Formula: CHN3O2
Source: the Open Molecules 2025 dataset
Level of theory: ωB97M-V with the def2-TZVPD basis set

LUMO (alpha / beta): -1.3123 / -1.3129 eV
HOMO-LUMO gap (alpha / beta): 0.31367 / 0.31363 Ha
SMILES: N#CN(O)N=O
HOMO level (alpha / beta): -0.36190 / -0.36188 hartree

CARTESIAN COORDINATES (ANGSTROEM)
N: 1.573 0.636 2.041
C: 0.823 0.493 1.180
N: -0.102 0.144 0.307
O: -0.765 0.990 -0.573
N: 0.267 -1.334 -0.405
O: -0.314 -1.366 -1.420
H: -1.482 0.437 -1.131

---

(two)
Formula: CHN3O2
Source: the Open Molecules 2025 dataset
Level of theory: ωB97M-V with the def2-TZVPD basis set

LUMO: 0.0963 eV
HOMO-LUMO gap: 0.38509 Ha
SMILES: O=c1nn[nH]o1
HOMO level: -0.38155 hartree

CARTESIAN COORDINATES (ANGSTROEM)
O: -2.009 -0.095 0.030
C: -0.833 0.072 0.005
N: 0.068 1.252 -0.069
N: 1.258 0.732 0.080
N: 1.295 -0.571 -0.043
O: 0.066 -1.054 -0.019
H: 2.188 -1.129 0.106

---

(three)
Formula: CHN3O2
Source: the Open Molecules 2025 dataset
Level of theory: ωB97M-V with the def2-TZVPD basis set

LUMO: -1.5295 eV
HOMO-LUMO gap: 0.34242 Ha
HOMO level: -0.39863 hartree

CARTESIAN COORDINATES (ANGSTROEM)
O: 1.988 -0.615 0.113
C: 0.797 -0.675 -0.052
N: 0.054 0.694 0.374
N: -1.192 0.627 0.097
N: -1.819 -0.250 -0.311
O: -0.091 -1.445 -0.441
H: 0.472 1.588 0.601

---

Energetically preferred structure: (three) | next structure: +54.4 kJ/mol

---

(one)
Formula: C3H3N3
Source: the Open Molecules 2025 dataset
Level of theory: ωB97M-V with the def2-TZVPD basis set

LUMO: -0.1149 eV
HOMO-LUMO gap: 0.34509 Ha
SMILES: c1cnncn1
HOMO level: -0.34931 hartree

CARTESIAN COORDINATES (ANGSTROEM)
C: -0.804 -0.471 0.481
C: 0.420 -0.129 1.297
N: 1.474 0.293 0.494
N: 1.221 0.519 -0.875
C: -0.077 0.335 -1.428
N: -1.088 -0.161 -0.711
H: -1.706 -1.077 0.947
H: 0.583 0.197 2.332
H: -0.023 0.494 -2.536

---

(two)
Formula: C3H3N3
Source: the Open Molecules 2025 dataset
Level of theory: ωB97M-V with the def2-TZVPD basis set

LUMO: 0.0550 eV
HOMO-LUMO gap: 0.34777 Ha
HOMO level: -0.34575 hartree

CARTESIAN COORDINATES (ANGSTROEM)
N: -0.522 -1.016 -0.261
C: 0.053 0.334 0.505
C: 1.173 -0.354 -0.046
N: 2.183 -0.722 -0.482
C: -0.400 1.633 -0.002
N: -0.871 2.611 -0.404
H: -0.980 -1.670 0.338
H: -0.646 -1.186 -1.272
H: 0.009 0.369 1.625

---

Energetically preferred structure: (one) | next structure: +47.8 kJ/mol

---

(one)
Formula: H39O19
Source: the Open Molecules 2025 dataset
Level of theory: ωB97M-V with the def2-TZVPD basis set

LUMO: -2.5855 eV
HOMO-LUMO gap: 0.39135 Ha
charge: +1
HOMO level: -0.48636 hartree

CARTESIAN COORDINATES (ANGSTROEM)
O: -0.228 -0.473 -4.479
H: -0.396 -3.469 -0.654
H: -0.004 -1.377 -4.605
O: 1.163 -0.655 3.158
H: 0.817 -0.781 4.048
H: -0.663 4.178 -1.321
O: -3.397 -1.937 -2.208
H: -4.695 1.414 1.122
H: -0.360 -4.838 -1.240
O: -0.786 3.127 0.205
H: 2.793 -4.335 0.946
H: -3.489 -1.830 -3.157
O: 1.889 2.332 3.564
H: 2.243 3.187 3.767
H: -3.180 -2.630 0.195
O: -2.329 -2.308 0.526
H: -1.918 -0.716 4.544
H: 1.710 1.609 -3.049
O: 2.521 -3.589 1.510
H: 0.441 -2.318 0.503
H: 2.101 -0.496 3.306
O: 0.192 -4.057 -1.143
H: 0.948 2.547 3.624
O: 2.029 1.732 -0.058
H: 1.698 0.809 -0.115
H: 1.160 2.013 0.300
O: -0.349 3.769 -2.144
H: -0.926 2.393 0.828
H: 2.822 -0.287 -4.478
O: 0.807 -1.430 0.571
H: -3.253 -1.000 -2.100
H: 1.165 3.003 -2.571
O: -3.814 1.024 1.183
H: -3.524 1.124 0.268
H: -0.674 2.870 -2.026
O: -1.095 0.087 1.029
H: -2.252 -2.902 1.279
H: -0.291 0.173 -0.490
O: -1.727 0.210 4.363
H: -2.544 0.652 4.603
H: 2.968 0.073 -2.972
O: -1.859 2.863 2.555
H: -2.517 3.518 2.347
H: 3.452 -3.462 1.766
O: 0.144 0.609 -1.279
H: -2.387 2.056 2.493
H: -0.410 0.210 -1.967
O: 1.844 2.310 -2.406
H: -0.141 0.170 -5.179
H: 1.922 2.038 -1.259
O: 2.994 0.423 -3.864
H: -0.405 0.012 1.710
H: -0.324 3.625 0.902
O: 3.780 -3.272 -1.571
H: 3.399 -2.529 -1.083
H: 3.145 -3.231 -2.295
H: -1.768 -0.507 1.390
H: 1.559 -1.732 1.110

---

(two)
Formula: H39O19
Source: the Open Molecules 2025 dataset
Level of theory: ωB97M-V with the def2-TZVPD basis set

LUMO: -2.7674 eV
HOMO-LUMO gap: 0.35469 Ha
charge: +1
HOMO level: -0.45639 hartree

CARTESIAN COORDINATES (ANGSTROEM)
O: 1.545 0.632 0.569
H: 1.668 -2.505 3.705
H: 1.998 0.628 -0.279
O: 3.329 3.607 1.339
H: 3.054 3.648 2.258
H: 2.653 4.167 0.926
O: -1.057 -3.003 2.446
H: 2.059 -1.874 -3.111
H: -0.139 -2.521 3.289
O: -2.890 0.986 -3.310
H: -3.109 0.334 -3.977
H: -3.533 -1.175 -1.839
O: 0.876 2.205 -3.488
H: 0.222 2.863 -3.293
H: 0.889 1.650 -4.260
O: 3.414 0.975 -2.229
H: 4.166 1.464 -2.555
H: 2.591 1.335 -2.580
O: -4.387 -1.107 1.678
H: 0.606 -1.531 4.385
H: -4.517 -0.673 2.518
O: 0.640 -2.458 4.119
H: -4.880 -0.774 0.923
O: 0.049 -1.764 0.661
H: -0.176 -2.080 -0.222
H: 0.441 -0.873 0.407
O: 3.899 1.015 1.247
H: 3.803 2.018 1.155
H: -0.833 -0.705 -2.697
O: 2.230 -1.009 3.032
H: -1.792 -3.339 2.970
H: 1.500 -1.145 2.428
O: -4.217 -1.715 -2.274
H: -3.779 -2.429 -2.754
H: 2.863 -0.264 2.938
O: 1.079 -1.928 -3.161
H: 4.689 1.028 0.679
H: 0.918 1.413 0.308
O: -0.579 1.912 0.194
H: -1.240 2.459 0.624
H: -3.630 1.591 -3.278
O: -2.932 3.500 0.123
H: -3.794 3.621 0.547
H: -1.421 -2.177 1.968
O: -2.430 1.588 2.485
H: -1.347 -3.265 -0.518
H: -2.858 1.756 1.642
O: -1.136 -4.180 -0.828
H: -1.529 2.000 2.262
H: -0.294 -4.644 -0.759
O: -0.797 -0.204 -1.875
H: -0.571 0.717 -2.062
H: -2.640 4.425 0.055
O: 3.779 -1.450 0.656
H: 3.626 -0.475 0.852
H: 3.668 -1.427 -0.295
H: 1.037 -2.891 -3.006
H: -0.776 2.053 -0.739

---

Energetically preferred structure: (one) | next structure: +169.5 kJ/mol

---

(one)
Formula: C3H9N2S
Source: the Open Molecules 2025 dataset
Level of theory: ωB97M-V with the def2-TZVPD basis set

LUMO: 3.8170 eV
HOMO-LUMO gap: 0.22467 Ha
charge: -1
SMILES: NCNCC[S-]
HOMO level: -0.08439 hartree

CARTESIAN COORDINATES (ANGSTROEM)
N: -0.561 1.857 1.877
C: 0.369 1.196 0.971
N: -0.157 -0.045 0.427
C: 0.633 -0.694 -0.619
C: -0.219 -1.603 -1.451
S: 0.466 -1.860 -3.128
H: -1.443 2.114 1.438
H: -0.865 1.159 2.539
H: 0.603 1.885 0.155
H: 1.236 0.970 1.585
H: -1.101 0.111 0.091
H: 1.366 -1.349 -0.130
H: 1.174 0.005 -1.262
H: -1.223 -1.177 -1.531
H: -0.279 -2.568 -0.962

---

(two)
Formula: C3H9N2S
Source: the Open Molecules 2025 dataset
Level of theory: ωB97M-V with the def2-TZVPD basis set

LUMO: 4.0967 eV
HOMO-LUMO gap: 0.24963 Ha
charge: -1
SMILES: NC[C@@H](N)C[S-]
HOMO level: -0.09908 hartree

CARTESIAN COORDINATES (ANGSTROEM)
N: -0.806 -0.768 -1.939
C: -0.813 0.421 -1.010
C: 0.262 0.546 0.224
N: -0.339 1.403 1.341
C: 0.800 -0.771 0.742
S: 2.051 -0.624 2.047
H: 0.088 -0.682 -2.411
H: -0.684 -1.643 -1.336
H: -0.726 1.478 -1.656
H: -1.855 0.187 -0.628
H: 1.141 0.933 -0.345
H: 0.641 1.532 1.900
H: -0.764 0.745 2.022
H: 1.113 -1.433 -0.107
H: -0.110 -1.326 1.155

---

Energetically preferred structure: (one) | next structure: +84.4 kJ/mol